Record 1
ORCA calculation (wB97M-V/def2-TZVPD) on a structure of composition C6H18AlClFINO7S2Sb.

Cartesian coordinates (Å):
C  1.98  1.40  -1.51
S  0.67  0.36  -0.86
O  1.30  -0.98  -0.71
O  0.26  1.00  0.41
Sb  -1.39  0.20  -2.60
I  -2.38  -1.84  -0.88
C  -2.41  1.63  -1.24
S  -2.04  3.29  -1.57
O  -2.34  4.12  -0.43
O  -2.53  3.65  -2.88
H  2.91  0.84  -1.42
H  1.77  1.64  -2.56
H  2.02  2.31  -0.92
H  -0.54  -0.99  -3.46
H  -2.75  0.15  -3.62
H  -0.61  1.46  -3.49
H  -2.14  1.41  -0.21
H  -3.47  1.50  -1.41
H  -0.69  3.22  -1.67
C  2.67  -3.23  1.68
C  1.15  -3.54  1.53
O  0.82  -4.69  1.46
C  0.33  -2.32  1.50
H  3.26  -4.14  1.74
H  3.02  -2.60  0.86
H  2.76  -2.67  2.63
H  0.64  -1.68  0.67
H  0.47  -1.76  2.44
H  -0.73  -2.49  1.36
Al  4.16  -1.89  3.51
C  -1.49  1.65  2.68
N  -1.71  0.31  3.28
O  -1.20  0.07  4.36
O  -2.38  -0.47  2.65
H  -0.88  2.23  3.36
H  -1.01  1.49  1.72
H  -2.47  2.10  2.53
F  3.10  -0.41  -3.95
Cl  1.88  -0.29  -5.02

Results
HOMO-LUMO gap = 0.1794 Ha
HOMO level = -0.29740 hartree

Listed below, in e, are the natural (NBO) charges computed for each atom: -0.875 1.671 -1.019 -1.040 0.912 -0.447 -1.056 2.044 -0.947 -0.948 0.240 0.242 0.241 -0.112 -0.139 -0.190 0.273 0.274 -0.053 -0.695 0.615 -0.495 -0.793 0.246 0.270 0.014 0.320 0.210 0.274 0.968 -0.507 0.541 -0.423 -0.363 0.217 0.287 0.235 -0.358 0.368

***

Record 2
ORCA calculation (wB97M-V/def2-TZVPD) on a structure of composition C6H18BrCuN3OP.

Cartesian coordinates (Å):
Cu  -5.78  3.34  3.28
Br  -4.21  1.88  1.59
O  1.84  0.70  -1.75
P  0.91  0.14  -0.75
N  1.19  -1.58  -0.51
C  0.82  -2.43  -1.71
C  1.98  -2.15  0.58
N  -0.81  0.36  -1.11
C  -1.24  1.18  -2.25
C  -1.97  -0.25  -0.34
N  1.02  0.84  0.86
C  0.34  0.36  2.07
C  1.82  2.05  1.08
H  -0.22  -2.35  -2.03
H  0.82  -3.48  -1.42
H  1.47  -2.29  -2.57
H  3.01  -1.85  0.42
H  1.85  -3.23  0.53
H  1.58  -1.83  1.54
H  -1.88  1.99  -1.89
H  -0.40  1.53  -2.86
H  -2.00  0.62  -2.79
H  -2.85  -0.09  -0.96
H  -1.90  -1.33  -0.21
H  -2.08  0.24  0.63
H  -0.27  1.16  2.49
H  -0.35  -0.44  1.82
H  1.05  0.02  2.83
H  1.17  2.88  1.36
H  2.50  2.18  0.23
H  2.58  1.84  1.84

Results
net charge = +2
expectation value of S² = 2.01
HOMO-LUMO gap (alpha / beta) = 0.2955 / 0.1059 Ha
HOMO level (alpha / beta) = -0.52230 / -0.52053 hartree
multiplicity = 3

Listed below, in e, are the natural (NBO) charges computed for each atom: 0.882 -0.842 -0.930 2.290 -0.291 -0.494 -0.454 -0.455 -0.452 -0.454 -0.642 -0.440 -0.436 0.267 0.266 0.306 0.299 0.265 0.266 0.281 0.270 0.267 0.264 0.235 0.287 0.257 0.207 0.242 0.242 0.254 0.241

***

Record 3
ORCA calculation (wB97M-V/def2-TZVPD) on a structure of composition C6H18IO6Zn.

Cartesian coordinates (Å):
Zn  -0.80  -0.31  0.31
I  -3.12  -1.10  -0.73
C  -1.78  2.44  1.42
C  -1.50  1.57  2.60
O  -1.57  0.22  2.27
O  -0.97  1.93  0.31
H  -1.35  3.42  1.67
H  -2.83  2.51  1.14
H  -2.10  1.81  3.47
H  -0.49  1.79  2.94
H  -1.86  -0.23  3.06
H  -0.34  2.64  0.42
C  1.07  -2.13  1.12
C  1.78  -0.90  1.65
O  1.27  0.19  0.90
O  -0.36  -2.12  1.14
H  1.41  -2.91  1.81
H  1.44  -2.44  0.14
H  2.84  -0.92  1.40
H  1.61  -0.86  2.73
H  2.02  0.79  0.88
H  -0.62  -3.05  1.20
C  0.37  -0.21  -3.88
C  0.50  0.30  -2.45
O  0.26  -0.72  -1.44
O  1.56  -0.07  -4.65
H  -0.55  0.04  -4.41
H  0.23  -1.26  -3.63
H  -0.13  1.17  -2.24
H  1.51  0.64  -2.23
H  0.82  -1.49  -1.57
H  1.67  -0.73  -5.33

Results
net charge = +2
expectation value of S² = 0.75
HOMO-LUMO gap (alpha / beta) = 0.3641 / 0.1987 Ha
HOMO level (alpha / beta) = -0.59093 / -0.59090 hartree
multiplicity = 2

Listed below, in e, are the natural (NBO) charges computed for each atom: 1.621 0.173 -0.104 -0.113 -0.795 -0.793 0.213 0.219 0.227 0.181 0.533 0.518 -0.121 -0.103 -0.794 -0.815 0.226 0.179 0.226 0.206 0.524 0.542 -0.091 -0.098 -0.842 -0.710 0.199 0.157 0.208 0.211 0.515 0.501

***

Record 4
ORCA calculation (wB97M-V/def2-TZVPD) on a structure of composition C6H18InO6.

Cartesian coordinates (Å):
In  -0.16  0.11  0.96
C  1.18  3.43  1.87
C  -0.09  3.77  1.15
O  -0.32  2.72  0.24
O  1.22  1.99  2.07
H  1.20  3.85  2.89
H  2.12  3.75  1.43
H  -0.11  4.76  0.68
H  -0.91  3.78  1.88
H  -1.08  2.94  -0.32
H  2.13  1.65  2.06
C  -1.45  -3.28  0.30
C  -0.17  -3.54  1.12
O  0.75  -2.51  0.84
O  -1.98  -2.00  0.72
H  -2.16  -4.08  0.50
H  -1.20  -3.28  -0.76
H  0.27  -4.52  0.92
H  -0.37  -3.54  2.20
H  1.65  -2.87  0.78
H  -2.68  -2.20  1.37
C  0.33  -0.99  -2.33
C  0.37  0.46  -2.66
O  0.70  1.11  -1.41
O  -0.74  -1.21  -1.42
H  1.30  -1.27  -1.92
H  0.15  -1.63  -3.20
H  -0.53  0.88  -3.11
H  1.11  0.73  -3.42
H  1.08  1.98  -1.57
H  -1.59  -0.99  -1.86

Results
net charge = +3
HOMO-LUMO gap = 0.1841 Ha
HOMO level = -0.78804 hartree

Listed below, in e, are the natural (NBO) charges computed for each atom: 1.902 -0.098 -0.127 -0.714 -0.732 0.262 0.231 0.268 0.210 0.531 0.534 -0.109 -0.106 -0.743 -0.666 0.254 0.237 0.262 0.208 0.546 0.538 -0.124 -0.124 -0.765 -0.679 0.219 0.256 0.211 0.257 0.536 0.526

***

no.,DFT total energy (eV),F_max (eV/Å)
1,-80470.1337,1.3
2,-136983.1242,3.7
3,-75300.1026,2.9
4,-23937.3883,2.6